Entry a
C84H185N11O11 | the ωB97M-V functional and the def2-TZVPD basis

```
291
Properties=species:S:1:pos:R:3:mulliken_charge:R:1
O -5.89 1.12 -5.78 -0.455
O 1.38 0.58 -0.53 0.589
O 8.80 -2.66 0.35 -0.447
O 4.75 1.05 -7.61 -0.314
O 4.98 5.90 -2.50 -0.448
O -2.77 -4.48 -3.74 -0.345
O 1.83 0.88 5.18 -0.511
O 1.62 3.28 0.20 -0.202
O 1.03 -8.03 -0.06 -0.489
O -8.14 -0.21 1.58 -0.216
O -4.39 -0.21 6.49 -0.458
N -1.53 1.25 -0.35 0.781
N -8.26 0.85 0.77 -0.001
N 6.14 5.39 -1.95 0.280
N 2.62 3.41 -5.84 -0.625
N -5.24 -0.77 5.47 0.148
N 0.37 3.83 0.15 1.183
N -3.75 -7.92 -4.55 -0.706
N 2.53 -0.32 5.06 1.109
N -0.05 -7.22 0.42 0.321
N 8.19 -2.12 1.53 0.193
N -4.60 1.61 -5.60 0.274
C 6.36 3.94 -2.14 2.612
C 0.67 5.47 2.03 -1.878
C -9.76 2.74 0.05 -0.931
C -7.23 2.69 -0.39 -1.242
C -6.68 -2.50 3.70 -1.034
C -0.25 -5.83 -1.62 -2.415
C 0.84 -7.31 2.82 -1.384
C -2.61 1.74 -4.20 -0.755
C -5.55 -1.70 3.17 -0.084
C -2.79 2.96 -6.40 -1.654
C -0.37 -7.58 1.88 1.367
C 1.07 5.66 -1.37 -2.169
C -1.53 -5.38 2.12 0.476
C -7.34 -1.68 4.72 -0.915
C -1.36 5.07 -1.15 -1.556
C -3.65 1.03 -7.88 -1.622
C -0.97 0.00 0.12 2.948
C 7.31 6.25 -2.27 1.467
C 3.51 1.56 -7.22 -0.909
C 3.59 2.31 -5.88 1.060
C 6.46 -0.51 2.48 0.034
C -5.83 0.72 -0.11 -1.453
C 6.50 3.46 -3.64 -1.711
C 1.21 -5.09 0.32 -1.911
C -1.33 -5.16 0.60 -0.360
C -1.56 4.65 1.32 -1.146
C -4.95 3.15 -7.51 -2.151
C 0.07 4.49 -1.15 2.869
C 2.58 0.23 -1.12 -0.526
C -4.46 -1.27 4.24 2.181
C 9.87 -3.07 3.11 -1.955
C -3.64 -0.08 3.59 -1.832
C -9.59 2.21 2.52 -1.640
C -2.97 -6.17 -6.13 -1.490
C 2.66 -2.57 3.91 -0.754
C 7.13 -1.11 1.25 2.264
C 7.36 -0.25 3.72 -0.592
C -0.76 -9.08 2.10 -1.874
C -2.11 -1.02 -0.03 -0.393
C -9.52 1.58 1.06 1.246
C 4.29 -1.81 5.70 -0.384
C 1.33 -0.78 2.96 -3.150
C -4.01 2.12 -6.85 1.854
C 0.23 3.43 -2.32 -0.457
C -7.40 -0.29 6.76 -1.801
C -3.83 0.89 -4.58 2.236
C -0.10 4.26 1.47 1.935
C 7.69 6.48 -3.67 -1.673
C 3.50 1.50 -4.56 -1.101
C 10.18 -0.74 2.33 -1.783
C -6.34 -2.58 6.96 -1.505
C -1.83 2.33 -5.39 0.127
C 8.97 4.33 -1.59 -1.128
C -3.58 -2.52 4.62 -1.528
C 2.42 -1.14 7.29 -2.038
C -6.31 2.11 1.94 -1.356
C 5.21 3.09 -1.63 -2.546
C 4.30 0.50 6.70 -1.869
C -8.47 3.57 -0.08 -0.994
C 7.64 3.47 -1.33 -1.302
C 5.97 -1.83 0.48 -2.316
C -4.70 0.64 -3.30 -2.071
C 9.13 -1.86 2.61 1.775
C -0.01 -5.86 -0.09 2.526
C 7.54 0.04 0.33 -2.045
C 3.55 -3.00 5.10 -0.878
C -1.68 -6.84 2.31 -1.618
C 0.43 -2.00 5.00 -1.730
C 8.57 5.85 -1.42 -1.220
C 0.39 -0.40 -0.58 -1.734
C 3.38 -0.68 6.19 1.713
C 7.12 7.69 -1.68 -1.876
C -3.03 -6.70 -4.69 0.429
C 1.74 -1.36 4.30 2.488
C -3.34 -0.48 -5.08 -1.527
C -1.85 5.77 0.22 -1.049
C -10.70 0.55 0.76 -1.822
C -6.51 -1.32 5.98 1.410
C -6.94 1.57 0.61 2.101
C -3.59 -5.67 -3.67 -0.726
C 4.83 0.46 -8.97 -0.791
C -0.08 3.19 2.54 -1.995
C 8.30 -1.43 3.90 -1.535
C -3.00 -3.47 -2.75 -0.719
H 0.14 5.98 2.83 0.376
H 3.32 2.27 -8.03 0.415
H 1.25 -4.79 1.37 0.094
H -0.66 -5.02 2.67 -0.401
H 2.05 -5.79 0.30 0.389
H -2.52 -7.23 1.74 0.394
H -1.92 1.18 -3.58 -0.388
H 8.14 7.45 -3.89 0.421
H 5.26 2.03 -1.84 0.460
H -2.00 -6.94 -4.43 0.272
H -2.97 2.56 -3.59 0.353
H 6.77 0.79 0.19 0.272
H -2.18 -1.35 -1.07 -0.365
H -7.30 -2.87 2.88 0.480
H -5.00 1.65 -3.02 0.537
H 10.30 -3.06 4.11 0.353
H -2.91 6.01 0.09 0.532
H -4.37 0.21 -7.85 0.253
H -5.22 2.09 1.80 -0.056
H 1.18 -6.28 2.92 0.094
H 7.84 8.37 -2.13 0.425
H -4.02 -5.96 -6.34 0.330
H -1.26 6.67 0.41 0.376
H -3.36 -8.55 -5.24 0.296
H -2.14 4.37 -1.46 0.105
H 2.71 -0.85 -1.06 0.384
H -2.34 -4.77 2.53 0.180
H -0.51 3.51 3.49 0.672
H 2.43 3.62 -4.87 0.170
H -4.60 -5.36 -3.92 0.540
H 1.92 -3.30 3.59 0.048
H -5.35 3.81 -6.73 0.514
H 1.41 2.37 -0.01 0.356
H 4.30 0.78 -4.42 0.420
H 4.14 -0.39 -9.00 0.316
H 6.76 -0.16 4.62 -0.069
H -1.82 4.95 2.33 0.696
H 7.78 2.43 -1.63 0.302
H 7.49 3.67 -4.04 0.390
H 1.61 5.04 2.37 0.362
H -0.50 -4.92 -2.15 0.207
H -1.87 -7.20 3.32 0.537
H 1.80 -7.74 2.54 0.408
H 4.27 3.45 -2.05 0.165
H 5.79 0.04 -9.27 0.259
H 0.85 6.08 -2.35 0.590
H 0.62 -7.73 3.80 0.376
H -3.55 -5.97 -2.62 0.248
H -2.83 -1.07 -4.32 0.038
H 8.38 5.72 -4.03 0.321
H -5.59 0.02 -3.42 0.797
H -4.19 0.10 -2.49 -0.025
H 6.26 -2.08 -0.54 0.362
H 1.47 -0.60 7.25 0.312
H 7.44 3.43 -0.26 0.518
H -1.12 1.61 -5.81 0.352
H -2.49 -6.85 -6.84 0.423
H -10.51 2.79 2.53 0.494
H -5.96 -0.84 2.63 -0.791
H 4.46 1.13 -9.74 0.312
H -9.60 1.42 3.28 0.311
H 10.55 -3.55 2.40 0.362
H -1.12 -4.09 0.54 -0.530
H 0.54 -0.05 3.07 0.361
H -0.52 2.24 2.22 -0.226
H 5.05 -1.36 5.05 -0.949
H 3.45 0.69 -0.66 0.029
H -3.90 -2.86 -2.88 0.544
H 5.06 3.22 -0.55 0.606
H -0.96 -9.16 3.17 0.402
H 4.73 -2.16 6.64 0.520
H -2.11 -2.84 -2.80 0.115
H 2.18 -0.22 2.58 0.399
H -11.65 0.88 1.18 0.413
H 9.37 4.20 -2.60 0.363
H 7.95 0.66 3.66 0.608
H 5.49 -2.67 0.97 0.500
H -5.08 -2.24 2.35 0.686
H 5.74 3.89 -4.30 0.211
H -3.13 -0.63 0.01 -0.303
H -2.27 -5.37 0.08 0.573
H 1.49 -4.24 -0.31 0.438
H -5.75 0.20 -6.00 0.398
H 10.81 -0.53 3.19 0.387
H 4.57 2.78 -5.81 -0.078
H -10.79 0.21 -0.27 0.372
H 7.70 -2.29 4.16 0.347
H 5.23 -1.05 0.30 0.405
H 6.13 0.53 2.40 0.102
H 1.25 3.04 -2.24 -0.837
H 10.76 -0.95 1.43 0.357
H -3.14 3.95 -6.11 0.271
H 0.54 -8.61 -0.65 0.355
H -1.12 -6.43 -1.90 0.496
H 6.86 6.32 -4.36 0.277
H -0.72 0.03 1.18 -1.214
H 3.28 -2.44 3.02 0.380
H 9.01 -1.83 -0.09 0.406
H -2.09 3.75 0.99 -0.208
H -4.67 -7.76 -4.94 0.299
H 9.74 0.25 2.19 0.331
H -2.11 -1.91 0.58 0.228
H -5.93 2.79 -7.83 0.361
H -5.36 -3.03 6.79 0.243
H -1.69 -9.31 1.57 0.446
H -0.36 -2.23 4.28 0.242
H 9.11 -3.83 3.23 0.524
H 7.22 7.76 -0.60 0.417
H -3.08 -2.40 5.58 0.521
H 4.47 6.22 -1.75 0.371
H 2.66 -0.80 8.30 0.554
H -3.03 0.44 4.34 0.541
H 2.39 -2.19 7.57 0.338
H 2.44 0.49 -2.17 -0.019
H -8.50 4.34 -0.85 0.480
H 7.90 -0.23 -0.67 0.761
H 0.75 -1.38 -0.29 0.188
H -0.04 -9.81 1.73 0.387
H 0.95 6.58 -0.79 0.458
H -8.21 -2.22 5.10 0.559
H 0.87 6.22 1.26 0.301
H -8.06 -0.91 0.93 0.319
H -8.33 4.15 0.84 0.360
H -4.44 3.72 -8.28 0.421
H -0.89 2.01 -0.52 -0.855
H -8.77 2.88 2.74 0.321
H -2.94 -0.54 2.89 0.037
H -10.50 3.49 0.32 0.385
H 1.10 -1.50 2.17 0.463
H 6.12 8.08 -1.83 0.384
H -2.42 -5.24 -6.27 0.277
H -4.20 0.80 3.28 0.441
H 2.48 1.43 4.75 0.343
H -4.24 -0.99 7.03 0.384
H 5.67 -1.11 2.94 -0.340
H -6.16 0.36 -1.08 0.419
H -6.27 -3.40 4.14 0.434
H -4.07 -1.18 -5.48 0.389
H 9.42 6.49 -1.65 0.418
H 8.30 0.62 0.85 0.188
H -2.83 -2.79 3.87 -0.261
H 9.03 -1.12 4.65 0.581
H 0.74 -2.86 5.59 0.301
H -5.63 -0.10 0.58 -0.153
H -4.91 1.29 -0.24 0.369
H -7.73 -0.79 4.22 -0.184
H 4.24 -3.69 4.61 0.500
H -2.18 1.66 0.30 -0.261
H 0.01 -1.32 5.73 0.286
H 0.93 2.85 2.78 0.448
H -6.28 -2.11 7.94 0.509
H 3.06 4.24 -6.23 0.274
H 5.00 0.67 5.89 0.341
H -4.11 -3.46 4.79 0.287
H -6.47 3.17 2.15 0.408
H -7.22 -3.22 7.03 0.344
H -8.27 -0.72 7.24 0.429
H -0.48 2.61 -2.28 -0.395
H -6.61 1.55 2.82 0.275
H -7.46 2.25 -1.36 0.431
H 4.86 0.15 7.56 0.433
H -7.85 0.49 6.15 0.320
H 9.79 3.85 -1.07 0.465
H 6.53 2.38 -3.81 0.449
H -2.62 0.74 -7.65 0.338
H -3.83 1.31 -8.91 0.444
H -10.53 -0.38 1.31 0.394
H 3.01 -3.49 5.90 0.324
H -1.25 3.16 -4.99 -0.134
H 8.35 6.00 -0.36 0.470
H 2.64 0.84 -4.63 0.513
H 2.77 0.77 -7.10 0.348
H -6.81 0.23 7.52 0.419
H -9.99 2.36 -0.95 0.314
H 0.16 -0.48 -1.64 0.597
H -1.41 5.95 -1.79 0.506
H 3.75 1.43 6.89 0.446
H -2.10 3.07 -7.25 0.479
H -2.92 -3.80 -1.72 0.293
H 0.00 4.02 -3.21 0.768
H 0.55 -6.31 -2.18 0.441
H 3.29 2.09 -3.67 -0.276
H -2.53 -0.30 -5.79 0.310
H -6.42 3.42 -0.45 0.381
H 2.13 5.38 -1.39 0.082
```

Summary:
net charge = 0
frontier orbital gap = 8.2 eV

---

Entry b
C84H185N11O11 | the ωB97M-V functional and the def2-TZVPD basis

```
291
Properties=species:S:1:pos:R:3:mulliken_charge:R:1
O -5.89 -11.97 31.10 0.004
O -1.85 -20.05 21.44 -0.242
O -10.49 -17.28 21.38 -0.044
O -6.08 -16.69 25.99 0.720
O -10.36 -19.73 32.15 -0.448
O -5.22 -13.35 21.76 -0.534
O -13.79 -13.25 30.77 -0.510
O -5.04 -11.25 28.31 0.841
O -9.74 -14.27 22.10 0.585
O -6.63 -22.22 27.55 -0.565
O -3.69 -16.57 27.35 1.777
N -5.37 -22.34 26.96 1.508
N -3.22 -17.90 27.26 0.737
N -11.24 -18.22 22.10 0.020
N -5.82 -14.38 27.55 1.782
N -2.76 -14.33 23.09 -0.577
N -12.89 -12.38 31.48 0.048
N -10.92 -13.47 22.01 0.002
N -5.09 -12.47 32.18 -0.310
N -4.24 -18.85 22.02 -0.059
N -10.28 -20.02 30.77 0.070
N -5.55 -9.98 27.94 0.268
C -12.22 -20.53 23.37 -0.567
C -10.72 -17.10 24.16 -2.117
C -8.71 -19.93 28.79 -1.008
C -4.79 -14.13 33.88 -1.359
C -11.38 -19.53 30.03 2.444
C -5.90 -14.63 21.59 0.827
C -6.57 -11.13 25.94 -0.020
C -3.47 -13.19 25.10 -0.905
C -5.69 -14.89 31.65 -1.003
C -8.84 -19.63 30.28 2.037
C -0.55 -20.02 21.97 -0.660
C -4.10 -22.26 24.91 -0.514
C -4.41 -18.49 29.23 -0.796
C -7.07 -13.47 33.27 -2.123
C -0.99 -16.70 26.89 -2.069
C -12.64 -20.17 21.95 -1.348
C -12.66 -20.29 30.44 -1.951
C -8.24 -14.46 27.94 -1.616
C -11.18 -12.78 29.50 -0.857
C -10.39 -20.29 20.83 -1.545
C -10.11 -12.18 20.05 -1.248
C -7.91 -20.52 31.14 -1.919
C -3.54 -8.85 28.62 -1.999
C -13.46 -13.45 33.66 -2.185
C -11.99 -11.80 30.46 1.459
C -11.85 -19.24 24.11 -0.769
C -10.99 -13.44 24.47 -2.377
C -5.70 -13.74 32.66 2.318
C -3.70 -18.74 20.65 0.205
C -11.23 -12.29 33.26 -1.626
C -7.24 -8.85 26.66 -1.298
C -3.25 -23.55 26.82 -0.604
C -2.04 -17.78 26.46 1.737
C -4.44 -9.19 27.45 1.316
C -2.12 -17.53 29.58 -1.474
C -10.94 -10.92 31.20 -1.188
C -3.56 -9.87 26.37 -1.006
C -5.47 -24.94 27.15 -1.891
C -12.55 -12.07 20.81 -1.276
C -7.84 -10.66 28.20 -1.532
C -3.94 -13.86 23.80 3.053
C -5.93 -20.69 25.27 -1.789
C -12.46 -11.02 21.82 -0.687
C -12.11 -11.53 23.18 -1.000
C -1.09 -19.77 27.75 -0.814
C -3.31 -14.28 33.56 -0.263
C -12.16 -18.76 19.99 -2.049
C -11.20 -12.99 20.67 1.557
C -5.53 -22.14 25.52 1.922
C -12.33 -13.17 32.59 2.132
C -3.38 -10.99 31.65 -1.871
C -4.68 -23.56 27.48 1.450
C -7.20 -15.89 26.28 -1.551
C -10.21 -11.72 32.23 1.285
C -11.12 -19.80 28.52 -1.964
C -6.20 -17.20 24.67 1.140
C -11.55 -19.34 21.24 1.394
C -3.04 -18.38 28.63 1.836
C -6.78 -10.22 27.20 2.171
C -11.66 -18.03 30.33 -2.055
C -9.46 -11.81 23.28 -2.041
C -10.88 -12.55 23.22 2.203
C -3.34 -23.55 25.32 -1.104
C -1.24 -19.16 26.40 -0.905
C -2.78 -12.91 33.00 -1.503
C -3.16 -13.23 30.50 -1.237
C -2.38 -19.82 28.49 -0.592
C -9.82 -19.35 27.99 2.047
C -3.65 -12.49 31.77 1.673
C -9.39 -19.13 23.54 -1.355
C -11.71 -14.56 32.16 -1.854
C -6.98 -15.23 27.62 2.225
C -10.77 -18.44 23.43 2.679
C -2.44 -17.51 25.07 -1.146
C -5.02 -7.80 26.97 -1.563
C -4.91 -12.97 23.09 -0.714
C -6.61 -23.00 24.86 -1.708
C -8.58 -18.07 30.54 -1.883
C -4.55 -23.38 29.01 -2.020
C -6.19 -8.01 25.93 -0.561
C -2.19 -18.92 20.65 -0.736
C -4.13 -17.45 19.96 -1.247
C -11.57 -14.24 19.81 -1.859
C -12.89 -10.89 29.56 -1.992
H -9.61 -19.68 26.91 -0.422
H -9.19 -12.40 20.68 -0.040
H -3.05 -20.55 27.99 -0.625
H -4.50 -16.52 26.80 -0.439
H -8.15 -16.46 26.29 -0.043
H -9.32 -11.23 24.19 0.500
H -4.21 -19.54 20.14 0.524
H -5.23 -11.38 29.28 -0.179
H -11.86 -13.87 18.85 0.596
H -11.22 -12.82 25.32 0.792
H -4.97 -18.95 28.41 -0.524
H -10.96 -17.24 25.24 0.177
H -13.55 -19.63 21.96 0.440
H -2.87 -14.23 30.73 0.417
H -8.08 -13.86 28.82 -0.140
H -8.25 -9.83 28.78 0.708
H -12.98 -12.04 23.62 0.397
H -14.64 -13.13 31.19 0.369
H -7.28 -14.33 33.89 0.483
H -9.86 -20.73 21.66 0.304
H -2.27 -20.24 29.51 0.583
H -11.54 -17.47 29.48 0.438
H -6.54 -24.75 27.11 0.332
H -9.45 -11.16 32.69 0.734
H -1.75 -18.97 19.62 0.376
H -9.83 -12.49 18.99 0.418
H -2.73 -14.73 34.39 0.430
H -12.49 -15.08 31.68 0.699
H -2.27 -10.97 31.62 0.531
H -11.76 -10.25 21.42 0.250
H -4.15 -22.17 23.81 0.357
H -5.33 -7.14 27.81 0.306
H -2.31 -17.72 30.61 0.604
H -11.43 -10.19 31.80 0.497
H -7.80 -13.40 32.44 -0.005
H -11.44 -18.08 19.47 0.322
H -5.29 -20.07 25.96 -0.274
H -0.29 -16.44 26.14 0.654
H -2.08 -13.55 22.79 0.345
H -6.65 -7.04 25.55 0.416
H -7.52 -17.89 30.42 0.399
H -11.35 -15.14 33.03 0.484
H -3.69 -23.97 29.21 0.631
H -8.62 -18.64 23.01 0.675
H -13.98 -12.55 33.88 0.535
H -6.83 -14.58 22.22 -0.305
H -4.69 -15.20 31.36 0.120
H -2.30 -16.45 29.32 -0.109
H -4.44 -11.95 23.03 0.211
H -6.29 -14.65 30.79 -0.348
H -0.42 -19.32 22.78 0.229
H -3.54 -21.40 25.25 -0.346
H -5.34 -23.81 29.55 0.425
H -6.89 -16.05 28.36 -0.562
H -10.36 -11.13 20.06 0.276
H -12.72 -11.64 19.83 0.442
H -4.21 -10.41 25.67 0.070
H -5.16 -15.11 34.24 0.542
H -4.36 -22.38 29.34 0.167
H -5.37 -25.64 27.95 0.531
H -3.14 -18.21 24.74 -0.201
H -2.20 -12.75 30.24 0.568
H -2.86 -8.10 28.20 0.557
H -9.34 -11.16 22.39 0.184
H -10.85 -14.55 31.47 -0.030
H -12.76 -18.61 24.22 0.566
H -12.95 -19.77 31.40 0.444
H -2.91 -13.90 25.67 0.081
H -8.55 -21.01 28.68 0.248
H -0.69 -20.82 27.75 0.488
H -2.67 -24.46 27.07 0.507
H -6.16 -14.64 20.55 0.458
H -10.49 -20.63 32.46 0.388
H -6.24 -24.02 24.64 0.291
H -4.18 -7.39 26.45 0.616
H -7.58 -11.00 25.46 -0.623
H -3.13 -15.01 32.77 -0.057
H -5.83 -16.41 23.96 -0.465
H -2.94 -9.73 28.98 0.186
H -3.69 -16.59 20.45 0.109
H -5.23 -25.48 26.23 0.283
H -10.25 -10.55 30.43 -0.042
H -1.83 -19.77 25.72 0.039
H -0.32 -19.12 28.28 0.433
H -5.34 -15.59 21.85 -0.748
H -1.56 -17.53 24.46 0.838
H -10.72 -12.77 34.09 0.444
H -9.69 -19.79 20.18 0.400
H 0.16 -19.79 21.16 0.344
H -12.95 -18.01 20.24 0.367
H -9.14 -19.02 24.61 -0.024
H -2.82 -12.42 24.73 0.775
H -7.12 -12.55 33.89 0.413
H -12.37 -21.30 30.52 0.522
H -5.64 -18.14 24.56 -0.951
H -6.28 -12.15 26.08 -0.690
H -12.66 -17.85 30.78 0.285
H -10.31 -13.32 29.89 -0.407
H -12.89 -21.09 21.41 0.464
H -3.68 -17.36 18.95 0.471
H -4.94 -17.58 29.60 -0.826
H -13.36 -10.43 21.92 0.449
H -10.88 -21.02 20.17 0.466
H -3.06 -9.11 25.75 0.341
H -8.73 -12.60 23.20 0.195
H -7.63 -8.34 27.54 0.440
H -11.50 -16.50 23.70 0.814
H -6.85 -22.54 23.85 0.434
H -9.40 -20.20 23.31 0.215
H -11.33 -21.18 23.22 0.216
H -9.75 -16.67 24.04 -0.294
H -7.26 -17.39 24.42 -0.763
H -9.71 -18.23 28.06 -0.800
H -8.98 -15.20 28.25 0.840
H -11.84 -14.10 24.35 0.471
H -1.87 -18.02 21.15 0.372
H -5.87 -10.76 25.16 0.263
H -7.27 -15.17 25.43 0.224
H -1.05 -17.67 29.50 0.404
H -2.96 -10.61 26.90 0.238
H -5.87 -20.46 24.21 0.496
H -13.70 -11.45 29.08 0.370
H -2.73 -22.63 27.07 -0.137
H -7.50 -23.06 25.50 0.263
H -8.37 -21.50 31.27 0.514
H -7.74 -20.15 32.13 0.451
H -4.91 -13.48 34.75 0.376
H -3.77 -13.14 29.60 -0.281
H -13.01 -21.11 23.85 0.467
H -3.01 -14.75 22.21 0.216
H -6.46 -21.54 28.22 0.162
H -5.92 -13.36 27.61 -1.130
H -1.74 -13.07 32.68 0.510
H -9.66 -17.75 21.20 0.292
H -2.76 -16.46 24.98 -0.584
H -9.70 -12.62 31.83 -1.089
H -2.75 -12.14 33.78 0.374
H -10.86 -12.26 28.61 0.442
H -11.04 -20.95 28.40 0.406
H -3.79 -10.49 30.72 -0.054
H -1.41 -15.79 27.31 -0.064
H -0.33 -17.17 27.60 0.581
H -13.46 -20.11 29.68 0.330
H -5.14 -14.58 28.36 -0.534
H -11.53 -19.47 25.17 -0.539
H -13.41 -12.71 21.04 0.352
H -7.70 -19.50 28.63 -0.431
H -10.89 -17.67 30.95 0.541
H -5.84 -12.94 23.62 0.155
H -12.53 -19.48 19.36 0.550
H -8.71 -17.91 31.60 0.621
H -13.05 -13.90 34.57 0.376
H -12.03 -19.62 27.97 0.424
H -11.81 -10.73 23.91 0.343
H -14.13 -14.24 33.30 0.445
H -6.29 -11.20 31.56 0.277
H -4.08 -19.74 22.39 0.145
H -4.50 -14.82 24.05 -2.267
H -3.85 -24.48 25.05 0.330
H -8.62 -13.90 27.06 -0.061
H -10.09 -15.15 22.25 -0.224
H -2.36 -23.57 24.95 0.632
H -4.33 -19.12 30.13 0.895
H -4.28 -12.79 25.72 -0.082
H -11.88 -13.56 29.17 0.470
H -10.69 -14.90 19.73 0.262
H -6.95 -20.64 30.59 0.165
H -10.06 -13.96 24.59 0.051
H -0.23 -18.96 25.89 0.288
H -5.23 -17.31 19.98 0.236
H -7.51 -11.48 28.89 -0.300
H -12.22 -10.29 28.92 0.355
H -13.34 -10.13 30.22 0.484
H -8.67 -11.12 27.63 0.186
H -6.96 -20.47 25.48 0.394
H -6.04 -15.82 32.13 0.474
H -5.80 -8.58 25.09 0.280
H -11.79 -11.39 33.76 0.271
H -8.09 -8.95 25.97 0.418
H -4.07 -8.40 29.48 0.440
H -12.37 -14.89 20.33 0.271
H -0.42 -21.02 22.38 0.208
H -3.71 -18.22 22.63 -0.194
H -3.65 -10.43 32.56 0.513
H -9.18 -17.43 29.91 -0.011
```

Summary:
net charge = 0
frontier orbital gap = 8.6 eV

---

List of relative energies, unit kJ/mol: entry a 438.3; entry b 0.0